13
Properties=species:S:1:pos:R:3:mulliken_charge:R:1 method="wB97M-V/def2-TZVPD" relative_energy_kcal_mol=110.3 charge=0 homo_lumo_gap_ev=7.5 molar_mass_g_mol=124.1 homo_ha=-0.353
O -0.40 3.50 -1.06 -0.531
C -0.70 2.21 -1.35 0.083
N -0.57 1.40 -0.10 -0.197
C 0.13 0.11 0.10 0.594
C 0.44 -0.35 1.34 -1.106
C 0.63 -1.79 0.98 0.924
O 0.92 -2.80 1.74 -0.550
C 0.17 -2.08 -0.28 -0.283
N -0.17 -0.91 -0.95 -0.456
H -0.71 1.70 -2.28 0.396
H -0.61 2.00 0.60 0.220
H 0.73 0.03 2.18 0.549
H 0.13 -3.02 -0.92 0.357